(1)
14
Properties=species:S:1:pos:R:3:mulliken_charge:R:1 method="wB97M-V/def2-TZVPD" e_homo_ev=-9.11 smiles=C[C@@H](N)CS gap_ha=0.370 e_tot_ev=-15581.2202
C 0.818 0.192 1.027 -1.082
C -0.078 0.510 -0.181 0.321
C -0.834 -0.851 -0.453 -0.908
S -1.691 -1.663 0.953 -0.201
N 0.970 0.891 -1.286 -0.581
H 1.725 0.887 0.982 0.344
H 1.223 -0.920 0.982 0.224
H 0.362 0.456 1.964 0.376
H -0.849 1.285 0.096 0.247
H -1.395 -0.787 -1.428 0.385
H -0.013 -1.605 -0.716 0.344
H -2.074 -0.594 1.648 0.101
H 0.939 1.903 -1.479 0.220
H 0.898 0.297 -2.110 0.209

(2)
14
Properties=species:S:1:pos:R:3:mulliken_charge:R:1 method="wB97M-V/def2-TZVPD" e_homo_ev=-8.75 smiles="C=N.CCS" gap_ha=0.358 e_tot_ev=-15581.0139
C 1.754 2.407 0.438 -0.228
N 1.697 1.826 -0.698 -0.446
H 2.687 2.752 0.879 0.252
H 0.814 2.777 0.876 0.231
H 0.371 -0.366 -0.404 0.066
H 2.659 1.634 -1.000 0.223
C -1.957 0.259 0.129 -1.122
C -1.604 -1.221 0.362 -0.334
S 0.141 -1.646 -0.129 -0.230
H -1.307 0.989 0.625 0.262
H -1.907 0.470 -0.940 0.373
H -2.962 0.403 0.507 0.339
H -1.706 -1.308 1.464 0.296
H -2.176 -1.874 -0.305 0.317

(3)
14
Properties=species:S:1:pos:R:3:mulliken_charge:R:1 method="wB97M-V/def2-TZVPD" multiplicity=3 e_homo_ev="-3.73 / -9.23" gap_ha="0.172 / 0.266" e_tot_ev=-15575.2474
C 1.992 -0.534 -0.122 -0.908
C -1.851 1.048 0.059 -1.062
C 0.869 0.425 -0.133 -0.364
N -0.745 -1.560 0.453 -0.400
S -0.769 -0.372 -0.585 0.003
H 1.591 -1.497 0.252 0.279
H 2.396 -0.716 -1.173 0.267
H 2.690 -0.263 0.671 0.311
H -2.849 0.554 -0.184 0.284
H -1.825 2.043 -0.418 0.341
H -1.855 1.215 1.129 0.411
H 0.930 1.309 -0.889 0.286
H 0.492 0.858 0.803 0.281
H -1.067 -2.512 0.139 0.270

(4)
14
Properties=species:S:1:pos:R:3:mulliken_charge:R:1 method="wB97M-V/def2-TZVPD" multiplicity=2 e_homo_ev="-14.16 / -13.76" gap_ha="0.258 / 0.243" total_charge=+1 e_tot_ev=-15568.7506
C -1.052 0.933 -1.545 -0.769
N -1.032 0.016 -0.374 -0.231
C 0.429 -0.100 0.268 -0.426
C 0.408 -0.449 1.782 -0.481
S 2.260 -0.540 2.023 0.027
H -0.413 0.430 -2.304 0.340
H -0.672 1.962 -1.359 0.301
H -2.144 1.144 -1.887 0.302
H -1.538 -0.863 -0.487 0.310
H 1.020 -0.902 -0.255 -0.240
H 0.975 0.826 0.079 0.541
H -0.108 0.292 2.556 0.350
H 0.092 -1.441 2.052 0.349
H 1.776 -1.308 -0.548 0.627

Calculated molar mass, 91.2, 91.2, 91.2, 91.2 g mol⁻¹ (same order as the records).
Calculated max |F|, 0.050, 0.029, 0.101, 0.181 Eh/bohr (same order as the records).